(1)
An isolated molecule of C16H22N2O3 in a non-equilibrium geometry, computed with the ωB97M-V functional and the def2-TZVPD basis.

Geometry as ORCA input:
```
! wB97M-V def2-TZVPD RIJCOSX def2/J DEFGRID3
* xyz 0 1
C -4.100 1.980 0.056
C -2.835 1.147 0.297
C -2.416 1.290 1.773
C -1.724 1.659 -0.627
C -0.483 0.861 -0.440
N 0.617 1.484 -0.437
O 1.761 0.679 -0.239
C 2.929 1.363 -0.279
O 3.022 2.544 -0.473
C 4.078 0.450 -0.050
C 3.916 -0.909 0.204
C 5.026 -1.707 0.411
C 6.298 -1.159 0.366
C 6.463 0.194 0.113
C 5.359 0.997 -0.094
C -0.648 -0.609 -0.214
C -2.063 -1.152 -0.480
C -2.235 -1.420 -1.986
C -2.192 -2.490 0.263
N -3.139 -0.219 -0.106
O -4.159 -0.784 0.668
H -4.383 1.925 -0.991
H -3.926 3.017 0.327
H -4.923 1.590 0.649
H -2.073 2.305 1.955
H -3.261 1.099 2.432
H -1.607 0.611 2.034
H -2.059 1.556 -1.661
H -1.515 2.712 -0.442
H 2.925 -1.333 0.240
H 4.901 -2.761 0.609
H 7.161 -1.787 0.528
H 7.455 0.620 0.078
H 5.461 2.053 -0.292
H 0.062 -1.143 -0.853
H -0.341 -0.819 0.817
H -1.573 -2.218 -2.315
H -2.017 -0.528 -2.565
H -3.263 -1.712 -2.180
H -1.416 -3.168 -0.085
H -3.161 -2.941 0.068
H -2.072 -2.364 1.339
H -3.852 -0.916 1.583
*
```

HOMO ... -8.658 eV
Gap between HOMO and LUMO ... 9.152 eV
LUMO energy ... 0.49 eV

(2)
An isolated molecule of C3H7N3S in a non-equilibrium geometry, computed with the ωB97M-V functional and the def2-TZVPD basis.

Geometry as ORCA input:
```
! wB97M-V def2-TZVPD RIJCOSX def2/J DEFGRID3
* xyz 0 1
H -1.739 3.099 -0.955
N -1.513 2.224 -0.283
C -0.485 1.581 -0.630
N -0.265 0.431 0.114
S -1.265 0.119 1.445
C 0.687 -0.500 -0.323
C 0.626 -1.730 0.556
N 1.420 -0.495 -1.377
H 2.035 -1.440 -1.183
H 0.163 1.773 -1.465
H -1.600 1.442 1.599
H -0.397 -2.132 0.957
H 1.043 -2.828 0.054
H 1.289 -1.544 1.492
*
```

HOMO ... -8.461 eV
Gap between HOMO and LUMO ... 9.233 eV
LUMO energy ... 0.77 eV

(3)
An isolated molecule of C6H12 in a non-equilibrium geometry, computed with the ωB97M-V functional and the def2-TZVPD basis.

Geometry as ORCA input:
```
! wB97M-V def2-TZVPD RIJCOSX def2/J DEFGRID3
* xyz 0 1
C -1.046 1.447 -0.488
C -0.159 0.394 -1.096
C -0.080 -1.021 -0.568
C -0.921 -1.478 0.603
C 1.097 -0.153 -0.349
C 1.581 0.365 0.958
H -0.730 2.455 -0.775
H -1.053 1.422 0.602
H -2.083 1.332 -0.812
H -0.121 0.455 -2.190
H 0.013 -1.784 -1.338
H -1.932 -1.735 0.267
H -1.019 -0.720 1.385
H -0.486 -2.371 1.064
H 1.805 -0.089 -1.206
H 0.746 0.606 1.622
H 2.194 1.267 0.857
H 2.191 -0.392 1.464
*
```

HOMO ... -9.049 eV
Gap between HOMO and LUMO ... 10.207 eV
LUMO energy ... 1.16 eV

(4)
An isolated molecule of C2H4N2 in a non-equilibrium geometry, computed with the ωB97M-V functional and the def2-TZVPD basis.

Geometry as ORCA input:
```
! wB97M-V def2-TZVPD RIJCOSX def2/J DEFGRID3
* xyz 0 1
C -0.471 0.256 -0.806
N -0.313 -0.342 0.821
C 0.966 -0.626 0.953
N 2.055 -1.025 1.033
H -1.439 0.553 -0.806
H 0.229 1.155 -0.904
H -0.355 -0.474 -1.538
H -0.672 0.502 1.246
*
```

HOMO ... -10.171 eV
Gap between HOMO and LUMO ... 10.851 eV
LUMO energy ... 0.68 eV

(5)
An isolated molecule of C2H2N2 in a non-equilibrium geometry, computed with the ωB97M-V functional and the def2-TZVPD basis.

Geometry as ORCA input:
```
! wB97M-V def2-TZVPD RIJCOSX def2/J DEFGRID3
* xyz 0 1
C -0.828 -1.830 -0.441
C 0.492 0.867 1.752
N -0.415 -0.737 0.183
N 0.037 0.128 0.901
H -0.719 -1.837 -1.625
H 1.049 1.790 1.568
*
```

HOMO ... -7.753 eV
Gap between HOMO and LUMO ... 7.445 eV
LUMO energy ... -0.31 eV

(6)
A structure of composition H28O14Xe in a non-equilibrium geometry, computed with the ωB97M-V functional and the def2-TZVPD basis.

Geometry as ORCA input:
```
! wB97M-V def2-TZVPD RIJCOSX def2/J DEFGRID3
* xyz 0 1
Xe -0.005 0.590 -0.236
O -0.329 -2.710 2.063
H -1.108 -2.240 1.767
H -0.538 -3.634 1.923
O -1.681 4.229 -0.650
H -2.052 3.490 -1.132
H -2.426 4.810 -0.492
O 1.020 -2.877 -1.344
H 1.080 -3.824 -1.472
H 1.118 -2.510 -2.223
O 2.990 0.744 1.842
H 2.976 -0.080 1.357
H 3.813 0.723 2.329
O -1.464 3.097 2.058
H -1.540 3.426 1.163
H -1.748 2.185 2.004
O 2.176 -1.954 1.024
H 1.405 -2.132 1.562
H 1.852 -1.983 0.124
O -1.886 -0.524 -3.438
H -2.833 -0.528 -3.300
H -1.652 0.403 -3.471
O 4.027 2.455 -0.109
H 3.627 3.251 0.242
H 3.697 1.753 0.451
O -3.064 -1.691 0.960
H -3.825 -2.202 1.236
H -2.765 -2.119 0.158
O 2.565 0.309 -2.656
H 2.683 1.205 -2.340
H 3.263 -0.190 -2.232
O 1.326 -0.448 3.829
H 1.846 -0.078 3.115
H 1.361 -1.394 3.686
O -1.816 -2.668 -1.196
H -0.863 -2.661 -1.101
H -1.994 -2.010 -1.869
O -0.474 1.901 -3.555
H -0.907 2.755 -3.584
H 0.449 2.105 -3.404
O -2.927 0.685 2.204
H -2.953 -0.137 1.714
H -2.423 0.479 2.991
*
```

HOMO ... -9.911 eV
Gap between HOMO and LUMO ... 9.771 eV
LUMO energy ... -0.14 eV

(7)
A cluster of 2 separate species, C2H3N3OS in total in a non-equilibrium geometry, computed with the ωB97M-V functional and the def2-TZVPD basis.

Geometry as ORCA input:
```
! wB97M-V def2-TZVPD RIJCOSX def2/J DEFGRID3
* xyz 0 1
C -0.936 -0.387 0.005
C 1.672 1.747 -0.161
N -0.411 -2.707 0.253
N -0.894 -1.575 0.073
N 1.854 0.867 0.633
O 1.448 2.557 -0.974
S -1.997 1.010 0.121
H -0.584 -3.516 -0.355
H -1.273 1.787 -0.561
H 1.121 0.217 0.965
*
```

HOMO (alpha / beta) ... -9.097 / -9.096 eV
Gap between HOMO and LUMO (alpha / beta) ... 9.004 / 9.003 eV
LUMO energy (alpha / beta) ... -0.09 / -0.09 eV

(8)
An isolated molecule of C11H12S in a non-equilibrium geometry, computed with the ωB97M-V functional and the def2-TZVPD basis.

Geometry as ORCA input:
```
! wB97M-V def2-TZVPD RIJCOSX def2/J DEFGRID3
* xyz 0 3
C 0.423 3.764 1.415
C 0.791 2.806 0.453
C -0.353 3.246 2.403
C 0.291 1.552 0.710
C 1.535 -0.041 -0.807
C 1.411 -1.414 -1.218
C 0.536 0.352 0.000
C 0.320 -2.019 -0.715
C -0.526 -1.089 0.086
C -0.077 -3.433 -0.970
C -1.851 -0.759 -0.575
S -0.663 1.570 2.173
H 0.725 4.796 1.380
H 1.397 3.034 -0.405
H -0.763 3.748 3.257
H 2.368 0.579 -1.095
H 2.143 -1.901 -1.843
H -0.638 -1.357 1.133
H -0.756 -3.483 -1.823
H -0.580 -3.870 -0.110
H 0.800 -4.028 -1.215
H -2.519 -1.619 -0.523
H -1.688 -0.522 -1.624
H -2.325 0.088 -0.086
*
```

HOMO (alpha / beta) ... -4.947 / -8.837 eV
⟨S²⟩ ... 2.037
Gap between HOMO and LUMO (alpha / beta) ... 5.822 / 7.068 eV
LUMO energy (alpha / beta) ... 0.87 / -1.77 eV

(9)
A cluster of 26 separate species, H52O26 in total in a non-equilibrium geometry, computed with the ωB97M-V functional and the def2-TZVPD basis.

Geometry as ORCA input:
```
! wB97M-V def2-TZVPD RIJCOSX def2/J DEFGRID3
* xyz 0 1
O 4.298 -0.945 -0.116
H 5.222 -1.019 -0.354
H 4.223 -0.081 0.288
O 0.084 -0.089 -5.881
H -0.314 0.460 -5.205
H -0.598 -0.720 -6.109
O 3.910 -0.427 -2.993
H 3.830 0.184 -2.260
H 3.833 -1.293 -2.592
O 1.223 -3.942 -3.063
H 1.597 -3.561 -2.269
H 1.784 -4.692 -3.258
O -0.049 -1.130 5.577
H 0.176 -0.493 6.255
H -0.293 -1.919 6.061
O 0.616 4.831 3.990
H 0.879 4.105 3.423
H 0.213 4.409 4.748
O 4.204 3.181 -1.383
H 4.434 3.969 -0.891
H 3.783 2.611 -0.739
O -2.843 -0.846 0.135
H -3.766 -0.888 0.384
H -2.745 -1.521 -0.536
O -0.132 -0.103 2.822
H -1.083 0.005 2.844
H 0.074 -0.575 3.630
O 1.367 2.439 2.957
H 2.033 2.079 3.542
H 0.652 1.803 2.985
O -4.268 0.828 -1.763
H -3.471 0.510 -1.340
H -3.956 1.420 -2.448
O 1.115 -4.524 -0.195
H 1.342 -4.996 0.606
H 1.826 -3.895 -0.313
O -3.828 2.978 0.352
H -3.485 2.690 -0.493
H -3.233 3.676 0.628
O -4.036 -3.173 -1.145
H -3.661 -3.938 -1.583
H -4.217 -3.472 -0.254
O 3.641 1.716 0.756
H 2.814 2.017 1.134
H 4.293 1.893 1.435
O -3.080 -0.315 3.137
H -3.053 -0.545 2.208
H -3.465 -1.081 3.562
O -2.579 -4.641 -2.778
H -1.879 -4.032 -3.018
H -2.232 -5.505 -2.999
O -3.512 1.316 5.380
H -3.463 0.688 6.100
H -3.214 0.826 4.613
O -2.208 -0.284 -3.313
H -2.693 -1.064 -3.584
H -2.535 0.412 -3.882
O 0.371 -0.024 0.057
H -0.290 -0.427 -0.505
H 0.040 -0.148 0.946
O 2.277 -2.315 -1.260
H 2.846 -1.704 -0.792
H 1.585 -1.765 -1.628
O 2.738 0.572 5.479
H 2.157 0.813 6.200
H 2.488 -0.326 5.260
O -1.913 2.481 -1.509
H -1.889 1.666 -2.011
H -1.038 2.554 -1.128
O 1.094 -2.659 -5.357
H 0.836 -1.744 -5.249
H 1.035 -3.030 -4.477
O 0.670 2.573 -0.394
H 1.028 2.934 0.416
H 0.680 1.626 -0.260
O 0.862 4.608 -2.441
H 0.889 4.067 -1.651
H -0.044 4.911 -2.493
*
```

HOMO ... -9.977 eV
Gap between HOMO and LUMO ... 9.029 eV
LUMO energy ... -0.95 eV

(10)
A cluster of 3 separate species, C33H66ClIN2O9PS2 in total in a non-equilibrium geometry, computed with the ωB97M-V functional and the def2-TZVPD basis.

Geometry as ORCA input:
```
! wB97M-V def2-TZVPD RIJCOSX def2/J DEFGRID3
* xyz 1 1
C -3.467 3.605 -1.668
C -1.970 4.021 -2.077
C -0.890 2.838 -1.810
C -0.811 1.778 -3.007
C -1.950 0.639 -2.904
C -1.589 -0.650 -3.819
C -1.121 -1.908 -2.917
C -1.415 -3.318 -3.656
C -2.614 -4.133 -2.950
C -4.064 -3.457 -3.112
C -4.504 -2.530 -1.883
C -4.546 -3.333 -0.486
C -3.983 -2.409 0.719
C -3.041 -3.214 1.730
C -1.495 -3.183 1.279
C -0.569 -2.304 2.247
C 0.880 -2.976 2.267
C 1.845 -2.423 3.407
C 2.279 -0.900 3.210
C 3.674 -0.728 2.402
C 3.588 -1.309 0.918
C 2.668 -0.519 -0.022
P 1.648 1.000 0.338
O 2.063 1.827 1.539
O 1.811 2.014 -1.036
O -0.027 0.709 0.473
C 2.612 -1.159 -1.405
C 3.438 -2.404 -1.559
I 3.303 -3.380 -3.526
N 4.277 -3.067 -0.691
N 4.266 -2.438 0.482
C 5.137 -3.160 1.506
C 6.119 -4.226 0.858
C 7.334 -3.535 0.028
Cl 7.580 -4.257 -1.625
H -3.441 2.510 -1.371
H -3.756 4.240 -0.771
H -4.129 3.826 -2.566
H -1.594 4.905 -1.451
H -1.837 4.306 -3.169
H 0.128 3.378 -1.791
H -1.104 2.257 -0.855
H 0.192 1.211 -2.976
H -0.844 2.341 -4.002
H -2.914 1.065 -3.339
H -2.078 0.372 -1.805
H -2.544 -0.961 -4.352
H -0.777 -0.407 -4.594
H -1.675 -1.896 -1.910
H 0.003 -1.822 -2.678
H -0.491 -3.991 -3.594
H -1.706 -3.166 -4.753
H -2.335 -4.282 -1.856
H -2.671 -5.135 -3.512
H -4.827 -4.265 -3.372
H -4.009 -2.779 -4.039
H -3.835 -1.614 -1.822
H -5.559 -2.140 -2.116
H -4.017 -4.344 -0.538
H -5.641 -3.531 -0.231
H -3.447 -1.515 0.263
H -4.888 -2.017 1.291
H -3.115 -2.744 2.761
H -3.369 -4.301 1.758
H -1.064 -4.239 1.282
H -1.358 -2.746 0.222
H -1.030 -2.185 3.290
H -0.458 -1.255 1.826
H 0.773 -4.109 2.429
H 1.365 -2.856 1.236
H 1.327 -2.511 4.430
H 2.775 -3.073 3.476
H 2.507 -0.486 4.258
H 1.448 -0.250 2.796
H 3.958 0.381 2.280
H 4.471 -1.168 3.066
H 0.964 2.509 -1.140
H -0.290 0.327 -0.397
H 2.004 -0.755 -2.266
H 5.806 -2.330 1.939
H 4.529 -3.543 2.390
H 6.640 -4.750 1.739
H 5.610 -5.059 0.276
H 8.271 -3.549 0.684
H 7.048 -2.424 -0.048
O 5.866 5.293 1.090
S 5.911 3.858 1.027
O 6.109 3.051 2.203
O 6.993 3.418 -0.093
C 8.334 3.903 0.028
C 9.091 3.195 1.136
C 4.467 3.272 0.193
H 8.336 4.987 0.176
H 8.828 3.707 -0.926
H 8.665 3.423 2.114
H 10.138 3.503 1.146
H 9.040 2.111 1.005
H 4.321 3.850 -0.719
H 3.620 3.410 0.865
H 4.594 2.214 -0.030
O -6.176 2.314 1.481
S -7.073 3.379 1.119
O -6.613 4.566 0.448
O -7.924 3.815 2.422
C -7.215 4.214 3.597
C -6.610 5.598 3.445
C -8.416 2.704 0.185
H -6.451 3.474 3.853
H -7.938 4.228 4.415
H -5.831 5.608 2.681
H -6.161 5.928 4.385
H -7.371 6.320 3.141
H -8.798 1.823 0.697
H -8.029 2.431 -0.796
H -9.190 3.463 0.080
*
```

HOMO ... -12.292 eV
Gap between HOMO and LUMO ... 7.030 eV
LUMO energy ... -5.26 eV

(11)
A structure of composition C26H43As3CdO6S5, computed with the ωB97M-V functional and the def2-TZVPD basis.

Geometry as ORCA input:
```
! wB97M-V def2-TZVPD RIJCOSX def2/J DEFGRID3
* xyz 0 1
Cd 0.127 0.002 0.686
C -3.473 -3.119 1.769
C -4.353 -1.921 1.433
S -3.807 -0.874 0.060
C -3.754 -2.071 -1.303
C -2.457 -2.859 -1.470
S -1.058 -1.733 -1.658
C 0.280 -2.902 -2.038
C 0.566 -3.905 -0.924
S 1.130 -2.997 0.547
C 0.537 -4.113 1.845
C -0.970 -4.253 1.964
S -1.751 -2.619 1.993
H -3.539 -3.866 0.975
H -3.853 -3.584 2.682
H -4.413 -1.242 2.286
H -5.367 -2.270 1.229
H -3.953 -1.497 -2.209
H -4.591 -2.762 -1.174
H -2.533 -3.473 -2.370
H -2.292 -3.513 -0.616
H 1.155 -2.270 -2.208
H 0.045 -3.418 -2.970
H 1.392 -4.566 -1.195
H -0.312 -4.513 -0.698
H 0.964 -3.662 2.742
H 1.015 -5.079 1.666
H -1.208 -4.799 2.878
H -1.378 -4.822 1.124
O 3.144 -2.072 3.713
As 2.641 -0.453 3.079
O 2.610 -3.150 0.598
O 1.153 -0.981 2.364
C 4.087 -0.446 1.655
C 5.271 -1.064 2.058
C 6.422 -1.032 1.283
C 6.433 -0.358 0.074
C 5.281 0.286 -0.348
C 4.139 0.239 0.439
S 2.704 1.012 -0.227
O 3.089 2.012 -1.194
O 1.960 1.545 0.933
O 1.909 -0.090 -0.831
H 3.232 -2.666 2.952
H 5.293 -1.586 3.006
H 7.316 -1.533 1.633
H 7.328 -0.325 -0.533
H 5.257 0.836 -1.279
C -2.905 2.289 2.662
As -1.319 1.154 2.740
C -0.036 2.391 3.517
C -1.721 0.079 4.305
H -3.125 2.675 3.658
H -3.761 1.723 2.294
H -2.728 3.126 1.988
H -0.541 3.040 4.234
H 0.437 2.982 2.735
H 0.739 1.812 4.018
H -1.848 0.737 5.165
H -0.887 -0.603 4.464
H -2.627 -0.504 4.150
C -2.642 1.917 -1.849
As -0.778 1.768 -1.304
C -0.458 3.583 -0.688
C 0.106 1.677 -3.059
C 0.158 2.993 -3.768
C 1.215 3.871 -3.526
C 1.249 5.111 -4.144
C 0.232 5.495 -5.008
C -0.818 4.625 -5.259
C -0.853 3.381 -4.643
H -2.751 2.720 -2.579
H -3.264 2.131 -0.980
H -2.969 0.976 -2.291
H -0.673 4.308 -1.472
H 0.579 3.676 -0.368
H -1.114 3.760 0.165
H -0.478 0.942 -3.617
H 1.100 1.268 -2.882
H 2.006 3.569 -2.848
H 2.076 5.782 -3.950
H 0.263 6.464 -5.489
H -1.610 4.911 -5.940
H -1.669 2.698 -4.853
*
```

HOMO ... -7.505 eV
Gap between HOMO and LUMO ... 7.505 eV
LUMO energy ... 0.00 eV